Record 1
C21H25NO4 | ωB97M-V/def2-TZVPD

Geometry as XYZ:
```
51
Properties=species:S:1:pos:R:3:forces:R:3
C -4.2572 -3.4152 -0.0631 0.097 0.453 -0.068
C -3.4965 -2.2457 -0.6686 0.094 -0.422 -0.418
C -2.0033 -2.5265 -0.7977 -0.340 0.295 0.025
H -1.8450 -3.3831 -1.4462 0.041 -0.104 -0.071
H -1.4976 -1.6647 -1.2274 0.074 0.034 -0.047
H -1.5765 -2.7381 0.1804 0.050 -0.060 0.106
H -3.9058 -1.9830 -1.6523 0.066 -0.055 0.215
O -3.6964 -1.1142 0.2034 -0.078 -0.235 0.364
C -3.6219 0.0985 -0.3394 0.066 0.375 -0.083
O -3.4110 0.3257 -1.4988 -0.040 0.014 0.005
C -3.8848 1.1706 0.7235 -0.157 -0.211 0.045
C -5.3830 1.4687 0.7485 0.381 0.049 0.003
H -5.9357 0.5736 1.0198 -0.062 -0.068 0.031
H -5.5826 2.2527 1.4737 -0.033 0.027 0.072
H -5.6993 1.8110 -0.2334 -0.038 0.011 -0.078
O -3.2244 2.3750 0.4096 -0.097 0.028 -0.069
C -1.8728 2.3698 0.2650 0.378 0.121 0.012
C -1.0475 1.2751 0.5018 -0.387 -0.042 0.054
C 0.3186 1.3809 0.3093 0.152 0.240 -0.099
C 0.8904 2.5791 -0.1005 -0.227 0.015 0.158
C 0.0625 3.6837 -0.2955 0.085 -0.114 0.017
C -1.2992 3.5811 -0.1284 -0.182 -0.152 0.051
H -1.9499 4.4245 -0.2946 -0.074 0.110 -0.033
H 0.5133 4.6195 -0.5884 0.032 0.094 -0.009
C 2.3587 2.7497 -0.2929 -0.063 -0.204 -0.143
O 2.9345 3.7972 -0.0687 0.062 0.280 0.076
N 2.9943 1.6530 -0.7749 0.045 -0.311 -0.106
H 2.4734 0.8023 -0.9127 -0.077 0.138 -0.011
C 4.4287 1.5649 -0.8833 0.230 0.145 0.178
H 4.6847 1.0951 -1.8377 0.025 0.073 0.065
H 4.8121 2.5873 -0.8651 -0.002 -0.136 -0.106
C 5.0350 0.7567 0.2795 -0.118 0.095 -0.250
C 4.3956 -0.5995 0.3557 0.115 0.049 0.124
C 4.7912 -1.6198 -0.5009 -0.017 0.014 0.031
C 4.1532 -2.8471 -0.4782 0.008 -0.076 -0.078
C 3.1049 -3.0699 0.3990 -0.061 -0.094 0.009
C 2.7053 -2.0619 1.2595 -0.098 -0.055 0.038
C 3.3475 -0.8359 1.2375 0.045 0.006 0.002
H 3.0377 -0.0521 1.9151 -0.015 0.084 0.061
H 1.8924 -2.2309 1.9512 -0.059 -0.019 0.061
H 2.6050 -4.0271 0.4148 -0.033 -0.078 0.006
H 4.4736 -3.6325 -1.1470 0.027 -0.063 -0.051
H 5.6084 -1.4505 -1.1877 0.099 0.020 -0.078
H 4.8670 1.3030 1.2087 0.055 0.019 0.004
H 6.1099 0.6661 0.1162 0.041 0.016 0.058
H 0.9344 0.5160 0.5144 0.063 -0.069 0.008
H -1.4529 0.3329 0.8375 -0.034 -0.091 0.054
H -3.5613 0.7876 1.7030 0.017 0.065 -0.203
H -5.3109 -3.1690 0.0377 -0.109 -0.027 0.008
H -3.8585 -3.6474 0.9210 0.038 -0.079 0.115
H -4.1581 -4.2873 -0.7024 0.012 -0.103 -0.055
```
Positions in Å, forces in eV/Å.

Calculated values
**Net charge**: 0
**Structure (SMILES)**: CC(C)OC(=O)[C@H](C)Oc1ccc(C(=O)NCCc2ccccc2)cc1
**Gap between HOMO and LUMO**: 9.26 eV
**Multiplicity**: 1

=====

Record 2
C21H25NO5 | ωB97M-V/def2-TZVPD

Geometry as XYZ:
```
52
Properties=species:S:1:pos:R:3:forces:R:3
C -1.8540 0.8488 -5.7296 0.381 -0.108 0.128
C -0.4311 0.3469 -5.9310 -0.270 0.258 -0.464
H -0.4201 -0.6075 -6.4625 0.038 0.131 0.055
H 0.1542 1.0886 -6.4844 -0.065 -0.196 0.041
O 0.2148 0.0858 -4.6874 0.134 -0.098 0.362
C 0.7637 1.1559 -4.0562 -0.070 0.171 -0.290
O 0.7427 2.2747 -4.5121 -0.032 -0.157 0.051
C 1.3715 0.7558 -2.8024 0.313 0.446 0.401
C 2.0567 1.5030 -1.8571 -0.256 -0.327 -0.375
C 2.4392 0.5903 -0.8387 -0.202 -0.077 -0.419
C 1.9706 -0.6686 -1.2004 0.178 0.195 0.168
N 1.3366 -0.5584 -2.3742 -0.049 -0.224 -0.008
H 0.8834 -1.2936 -2.8931 0.041 0.023 0.084
C 2.1591 -1.9052 -0.4068 0.078 -0.169 0.062
H 3.0733 -2.4148 -0.7313 -0.039 -0.036 -0.011
H 1.3214 -2.5913 -0.5470 0.035 -0.032 0.004
C 2.2918 -1.5120 1.0788 0.018 -0.071 -0.103
C 0.9347 -1.1232 1.6197 -0.047 -0.074 0.141
C 0.5299 0.1835 1.8280 0.045 -0.072 0.028
C -0.7461 0.4564 2.2902 -0.192 0.039 0.043
C -1.6648 -0.5493 2.5606 -0.062 -0.068 0.041
C -1.2570 -1.8840 2.3739 0.114 -0.049 0.000
C 0.0272 -2.1336 1.9062 -0.198 0.171 0.070
H 0.3019 -3.1700 1.7772 0.036 -0.164 -0.006
O -2.0036 -3.0096 2.5748 0.223 0.228 -0.282
C -3.1653 -2.9759 3.3732 -0.420 -0.125 0.233
H -2.9680 -2.5279 4.3500 -0.018 -0.016 -0.042
H -3.9789 -2.4350 2.8863 0.083 -0.088 0.087
H -3.4490 -4.0202 3.5058 0.010 0.071 0.025
O -2.9558 -0.3179 2.9652 0.268 -0.345 -0.204
C -3.3356 0.9668 3.4132 -0.065 0.370 0.256
C -2.7405 1.3217 4.7725 -0.049 -0.208 -0.354
H -1.6545 1.3463 4.7259 0.070 0.045 0.055
H -3.1026 2.2966 5.0867 -0.020 0.118 0.057
H -3.0367 0.5808 5.5114 -0.025 -0.040 0.081
H -4.4252 0.9056 3.4891 0.146 0.089 -0.066
H -3.0888 1.7310 2.6662 -0.068 -0.092 0.025
H -1.0238 1.4892 2.4254 -0.081 0.087 0.049
H 1.1936 1.0105 1.6394 0.020 0.122 0.041
C 3.3625 -0.4296 1.2395 0.002 0.003 0.222
C 3.1620 0.8262 0.3982 0.104 -0.403 0.036
O 3.6074 1.9006 0.7449 -0.017 0.109 0.009
H 4.3292 -0.8446 0.9356 0.036 0.006 0.018
H 3.4512 -0.1330 2.2860 0.048 0.054 -0.057
H 2.6234 -2.3982 1.6324 -0.016 0.089 -0.080
C 2.3417 2.9561 -1.8809 0.001 0.161 -0.107
H 1.8652 3.4392 -1.0288 0.018 0.081 0.044
H 3.4128 3.1246 -1.7821 0.029 0.068 0.027
H 1.9778 3.3981 -2.8030 0.013 0.076 0.011
H -2.4274 0.1357 -5.1417 -0.085 -0.055 0.012
H -1.8373 1.8036 -5.2101 -0.044 0.066 0.003
H -2.3332 0.9813 -6.6953 -0.089 0.018 -0.103
```
Positions in Å, forces in eV/Å.

Calculated values
**Net charge**: 0
**Structure (SMILES)**: CCOC(=O)c1[nH]c2c(c1C)C(=O)C[C@@H](c1ccc(OCC)c(OC)c1)C2
**Gap between HOMO and LUMO**: 8.69 eV
**Multiplicity**: 1

=====

Relative energy (zero: lowest compared OMol25 entry of this formula, charge and spin) / kJ/mol: 18.8; 50.2